The following is a DFT calculation (wB97M-V/def2-TZVPD) of one molecule with the formula C3H8N4O in a non-equilibrium geometry.

```
16
Properties=species:S:1:pos:R:3:forces:R:3
H -0.177394 0.230563 3.148460 -0.388 0.028 -0.045
N 0.219757 -0.638064 2.793615 0.593 0.408 -0.386
C 0.781798 -0.457911 1.667099 0.230 0.471 -0.359
N 0.820249 0.706085 0.865779 -0.664 -0.209 0.955
O 1.023407 0.483812 -0.497082 0.402 -0.496 -0.422
C -0.034797 0.027737 -1.284058 -0.288 0.629 0.141
C 0.443821 -0.109209 -2.708850 -0.376 -0.913 0.149
N -1.257580 -0.136778 -0.991289 1.227 -0.144 -0.958
N -1.787631 0.120154 0.270883 -2.442 -2.098 1.089
H 1.384608 -1.233630 1.224506 0.015 -0.487 -0.203
H 0.003653 1.297197 0.961356 0.023 0.130 0.218
H 1.295002 -0.821654 -2.761705 -0.530 0.424 0.010
H -0.435003 -0.526067 -3.245270 0.799 0.393 0.030
H 0.775963 0.847483 -3.131813 -0.218 -0.215 0.188
H -2.796315 -0.289020 0.150962 2.395 1.210 0.693
H -1.346258 -0.498854 1.012111 -0.777 0.869 -1.098
```
Positions in Å, forces in eV/Å.

Values from the calculation:
HOMO	-9.07	eV
E_LUMO	1.0	eV
frontier orbital gap	10.1	eV
SMILES	[H]/N=C\NO/C(C)=N\N
net charge	0



The following is a DFT calculation (wB97M-V/def2-TZVPD) of an isolated ion of composition C4H12N2 and charge -1 in a non-equilibrium geometry.

```
18
Properties=species:S:1:pos:R:3:forces:R:3
C -0.489743 -0.116657 0.688165 0.347 0.480 0.184
C -0.073566 1.058235 -0.212869 -1.304 -0.799 -0.459
C 1.298609 0.976083 -0.859422 -0.163 1.290 -0.393
N 2.244739 1.917245 -0.251733 1.371 0.262 1.535
C -1.153613 -1.295341 0.000681 -0.126 -0.215 -0.107
N -1.866882 -2.149336 0.982201 0.256 0.105 -0.395
H 0.403392 -0.462126 1.223109 -0.245 0.005 0.243
H -1.218943 0.243561 1.415710 0.141 -0.062 0.213
H -0.848483 1.136875 -0.998775 0.316 -0.404 -0.081
H -0.286374 2.005855 0.267327 0.752 0.322 0.516
H 1.676132 -0.039871 -0.935283 -0.165 -0.199 -0.054
H 1.126713 1.423975 -1.842628 0.395 -0.582 -0.335
H 3.228128 1.769916 -0.498465 -0.466 -0.169 -0.993
H 2.391849 1.766653 0.753534 -0.987 -0.106 -0.114
H -0.442677 -1.928843 -0.541519 0.234 0.272 -0.076
H -1.828635 -0.902874 -0.763993 -0.172 -0.079 0.107
H -1.374031 -3.040357 0.964267 -0.084 -0.116 0.223
H -2.786611 -2.362995 0.609695 -0.099 -0.005 -0.014
```
Positions in Å, forces in eV/Å.

Values from the calculation:
HOMO (spin up / spin down)	1.43 / -5.58	eV
E_LUMO (spin up / spin down)	4.0 / 4.1	eV
spin multiplicity	2
frontier orbital gap (spin up / spin down)	2.6 / 9.6	eV
net charge	-1



The following is a DFT calculation (wB97M-V/def2-TZVPD) of C20H35FGdN2O3SSi2 as an isolated structure in a non-equilibrium geometry.

```
65
Properties=species:S:1:pos:R:3:forces:R:3
C 4.627299 -2.328497 2.583109 -0.010 0.156 -0.071
C 3.798823 -1.058300 2.761209 -0.437 -0.257 -0.031
C 2.305199 -1.288711 2.504704 0.273 0.172 -0.133
C 1.973528 -1.452291 1.016866 -0.405 0.126 0.428
C 1.905856 -0.084115 0.282911 -0.076 -0.626 0.025
Si 0.472973 0.084878 -0.882774 0.924 0.573 -0.630
F -0.386963 -1.265287 -0.956082 -0.370 -0.082 0.112
C 1.054777 0.367397 -2.628401 -0.293 -0.379 -0.042
C 0.067865 0.026293 -3.767219 0.303 0.529 -0.002
C 0.744659 -0.615516 -4.973082 -0.384 -0.501 -0.072
C 1.367317 -1.996108 -4.764802 0.258 0.605 -0.563
C 0.357235 -3.085219 -4.220516 0.021 -0.498 0.508
O -0.012808 -3.861498 -5.306490 0.139 0.213 -0.059
C -1.111893 -3.469580 -6.092955 -0.423 -0.061 -0.125
O -0.518450 1.361630 -0.419154 -0.530 -0.641 0.296
Si -1.108798 1.505457 1.094793 0.737 0.282 -0.253
C -0.277115 2.918890 1.975804 0.179 -0.293 0.283
C 0.451560 2.643252 3.306309 -0.177 0.471 -0.011
C -0.386892 1.942342 4.368970 0.370 -0.262 0.378
O -0.154239 2.487462 5.651595 -0.139 0.066 -0.064
N -0.950557 -0.032267 1.897587 -0.570 0.445 -0.121
C -1.835343 -0.505311 2.574240 0.264 -0.157 0.282
S -2.932612 -1.083587 3.513027 -0.095 -0.104 -0.024
C -2.977133 1.902253 1.033126 -0.021 -0.125 -0.548
C -3.765837 1.803077 -0.106705 0.259 0.038 0.186
C -5.131613 2.079441 -0.041559 -0.253 -0.069 -0.258
N -5.759623 2.420135 1.074618 -0.441 0.284 0.169
C -5.022973 2.540503 2.160430 0.100 -1.384 -1.434
C -3.656533 2.295650 2.180021 0.327 0.169 0.974
H 5.659915 -2.083368 2.349451 0.123 -0.086 0.123
H 4.599138 -2.927148 3.490009 0.068 -0.082 0.040
H 4.256193 -2.954767 1.772125 -0.025 0.001 -0.082
H 4.135175 -0.272849 2.082102 0.148 0.102 0.042
H 3.914467 -0.698921 3.782423 0.166 0.178 0.002
H 1.745351 -0.421474 2.873060 -0.119 -0.041 0.081
H 1.949186 -2.153627 3.064552 0.064 -0.109 0.049
H 2.709935 -2.092003 0.535480 0.029 -0.072 -0.044
H 1.017849 -1.973191 0.960158 -0.040 -0.038 -0.159
H 2.809130 0.021441 -0.319057 0.065 0.297 -0.019
H 1.918650 0.721680 1.019528 0.012 0.143 -0.028
H 1.442774 1.380183 -2.731581 0.035 0.077 -0.055
H 1.925518 -0.286912 -2.729698 0.150 0.016 0.163
H -0.376746 0.954992 -4.122428 -0.164 0.011 0.004
H -0.766575 -0.583983 -3.416183 -0.007 -0.120 0.022
H 0.037205 -0.675976 -5.804417 -0.064 0.107 -0.039
H 1.561796 0.012915 -5.335125 0.065 0.079 0.000
H 1.743974 -2.357538 -5.720448 0.120 -0.053 -0.015
H 2.233019 -1.967314 -4.107876 -0.125 -0.232 0.313
H 0.913347 -3.747804 -3.559841 0.072 -0.061 -0.017
H -0.504565 -2.653280 -3.716318 -0.070 0.198 -0.136
H -0.730107 -2.790178 -6.870834 0.120 0.009 -0.003
H -1.490151 -4.357791 -6.593023 0.079 -0.094 -0.032
H -1.876989 -2.969241 -5.504151 0.054 0.080 0.101
H -0.995422 3.731594 2.136594 -0.098 0.037 -0.053
H 0.452634 3.316405 1.268635 -0.043 0.080 -0.144
H 0.718894 3.612431 3.726633 0.082 0.042 0.055
H 1.398664 2.132428 3.144021 -0.031 -0.209 -0.060
H -0.193590 0.869690 4.381673 -0.095 -0.088 -0.103
H -1.464667 2.058085 4.166391 -0.032 0.071 -0.071
H 0.372477 1.881577 6.182800 -0.020 0.052 0.005
H -3.324742 1.515066 -1.050254 0.002 -0.025 -0.081
H -5.737313 2.000405 -0.934182 -0.141 0.021 0.013
H -5.550878 2.786450 3.101736 -1.285 -1.955 -0.580
H -3.076292 2.363093 3.110777 -0.007 -0.153 0.104
Gd -4.564962 4.356555 3.547687 1.384 3.130 1.403
```
Positions in Å, forces in eV/Å.

Values from the calculation:
HOMO (spin up / spin down)	-16.46 / -16.46	eV
E_LUMO (spin up / spin down)	-11.3 / -11.6	eV
spin multiplicity	8
frontier orbital gap (spin up / spin down)	5.2 / 4.8	eV
net charge	+3



What did the first record say?
The following is a DFT calculation (wB97M-V/def2-TZVPD) of one molecule with the formula C3H8N4O in a non-equilibrium geometry.

```
16
Properties=species:S:1:pos:R:3:forces:R:3
H -0.177394 0.230563 3.148460 -0.388 0.028 -0.045
N 0.219757 -0.638064 2.793615 0.593 0.408 -0.386
C 0.781798 -0.457911 1.667099 0.230 0.471 -0.359
N 0.820249 0.706085 0.865779 -0.664 -0.209 0.955
O 1.023407 0.483812 -0.497082 0.402 -0.496 -0.422
C -0.034797 0.027737 -1.284058 -0.288 0.629 0.141
C 0.443821 -0.109209 -2.708850 -0.376 -0.913 0.149
N -1.257580 -0.136778 -0.991289 1.227 -0.144 -0.958
N -1.787631 0.120154 0.270883 -2.442 -2.098 1.089
H 1.384608 -1.233630 1.224506 0.015 -0.487 -0.203
H 0.003653 1.297197 0.961356 0.023 0.130 0.218
H 1.295002 -0.821654 -2.761705 -0.530 0.424 0.010
H -0.435003 -0.526067 -3.245270 0.799 0.393 0.030
H 0.775963 0.847483 -3.131813 -0.218 -0.215 0.188
H -2.796315 -0.289020 0.150962 2.395 1.210 0.693
H -1.346258 -0.498854 1.012111 -0.777 0.869 -1.098
```
Positions in Å, forces in eV/Å.

Values from the calculation:
HOMO	-9.07	eV
E_LUMO	1.0	eV
frontier orbital gap	10.1	eV
SMILES	[H]/N=C\NO/C(C)=N\N
net charge	0



What is the formula in the first record?
C3H8N4O



Copy entry 1 word for word.
The following is a DFT calculation (wB97M-V/def2-TZVPD) of one molecule with the formula C3H8N4O in a non-equilibrium geometry.

```
16
Properties=species:S:1:pos:R:3:forces:R:3
H -0.177394 0.230563 3.148460 -0.388 0.028 -0.045
N 0.219757 -0.638064 2.793615 0.593 0.408 -0.386
C 0.781798 -0.457911 1.667099 0.230 0.471 -0.359
N 0.820249 0.706085 0.865779 -0.664 -0.209 0.955
O 1.023407 0.483812 -0.497082 0.402 -0.496 -0.422
C -0.034797 0.027737 -1.284058 -0.288 0.629 0.141
C 0.443821 -0.109209 -2.708850 -0.376 -0.913 0.149
N -1.257580 -0.136778 -0.991289 1.227 -0.144 -0.958
N -1.787631 0.120154 0.270883 -2.442 -2.098 1.089
H 1.384608 -1.233630 1.224506 0.015 -0.487 -0.203
H 0.003653 1.297197 0.961356 0.023 0.130 0.218
H 1.295002 -0.821654 -2.761705 -0.530 0.424 0.010
H -0.435003 -0.526067 -3.245270 0.799 0.393 0.030
H 0.775963 0.847483 -3.131813 -0.218 -0.215 0.188
H -2.796315 -0.289020 0.150962 2.395 1.210 0.693
H -1.346258 -0.498854 1.012111 -0.777 0.869 -1.098
```
Positions in Å, forces in eV/Å.

Values from the calculation:
HOMO	-9.07	eV
E_LUMO	1.0	eV
frontier orbital gap	10.1	eV
SMILES	[H]/N=C\NO/C(C)=N\N
net charge	0



The lowest net charge belongs to which entry?
C4H12N2